Here is a cluster of 4 separate species, C4H13NO6 in total in a non-equilibrium geometry from OMol25. Energies are from ωB97M-V/def2-TZVPD.

Atoms and positions in Å:
1 C 0.131 1.267 2.565
2 N 0.364 -0.019 2.111
3 C 2.293 0.411 0.568
4 C 0.981 -0.381 0.825
5 C -0.077 -0.011 -0.227
6 O 0.219 0.882 -1.162
7 O -1.177 -0.532 -0.293
8 O 0.693 2.176 2.000
9 H -0.394 1.425 3.545
10 H 0.031 -0.784 2.691
11 H 2.181 1.525 0.503
12 H 2.847 0.147 -0.311
13 H 2.884 0.320 1.492
14 H 1.256 -1.433 0.653
15 H -0.454 1.453 -1.568
16 H -1.733 2.629 -2.932
17 H -1.954 3.299 -1.463
18 O -1.345 3.080 -2.180
19 H -2.058 -3.607 0.542
20 H -1.087 -2.404 0.508
21 O -1.132 -3.363 0.493
22 H -0.864 -2.798 -2.895
23 H -0.645 -1.416 -2.337
24 O -0.962 -1.867 -3.127

SMILES   C[C@@H](NC=O)C(=O)O.O.O.O
Strongest force on any atom   0.056 Eh/bohr
Gap between HOMO and LUMO   10.62 eV
E_HOMO   -10.210 eV
Energy relative to the best compared isomer or geometry (same formula, charge and spin)   142.3 kJ/mol
Electronic energy   -666.40942 hartree

***

Here is a cluster of 2 separate species, C7H12O in total in a non-equilibrium geometry from OMol25. Energies are from ωB97M-V/def2-TZVPD.

Atoms and positions in Å:
1 C 2.453 -0.050 -1.416
2 C 2.217 0.851 -2.375
3 C 0.128 -0.372 -0.469
4 C 1.454 -0.571 -0.476
5 C -2.753 -0.914 1.950
6 C -1.831 -0.403 0.893
7 C -0.620 -0.981 0.640
8 H 3.378 -0.691 -1.398
9 H 1.269 1.409 -2.373
10 H 2.697 0.817 -3.261
11 H -0.366 0.209 -1.219
12 H 2.056 -1.172 0.389
13 H -2.773 -0.382 2.906
14 H -3.817 -1.264 1.774
15 H -2.298 -1.823 2.225
16 H -2.346 0.216 0.222
17 H 0.048 -1.585 1.219
18 H -0.216 1.687 0.481
19 H 1.147 2.471 0.123
20 O 0.174 2.547 0.164

SMILES   C=C/C=C/C=C/C.O
Strongest force on any atom   0.074 Eh/bohr
Gap between HOMO and LUMO   8.48 eV
E_HOMO   -8.292 eV
Energy relative to the best compared isomer or geometry (same formula, charge and spin)   281.1 kJ/mol
Electronic energy   -349.04158 hartree

***

Here is a structure of composition C23H37N2O2OsP3 in a non-equilibrium geometry from OMol25. Energies are from ωB97M-V/def2-TZVPD.

Atoms and positions in Å:
1 P 3.678 -1.995 -0.209
2 C 3.999 -1.823 1.597
3 H 4.940 -2.289 1.921
4 H 3.163 -2.303 2.120
5 H 4.008 -0.765 1.862
6 C 5.223 -2.934 -0.601
7 H 5.600 -2.672 -1.590
8 H 4.970 -3.995 -0.586
9 H 5.979 -2.744 0.172
10 C 4.207 -0.304 -0.685
11 H 5.284 -0.176 -0.539
12 H 3.654 0.406 -0.059
13 H 3.958 -0.120 -1.738
14 P -1.329 4.829 -0.519
15 C -1.609 5.519 1.158
16 H -1.419 6.602 1.077
17 H -0.912 5.032 1.879
18 H -2.649 5.269 1.458
19 C -0.005 5.876 -1.228
20 H -0.153 5.960 -2.314
21 H 0.957 5.367 -1.054
22 H -0.060 6.839 -0.705
23 C -2.810 5.406 -1.456
24 H -2.893 6.486 -1.263
25 H -3.697 4.852 -1.113
26 H -2.676 5.198 -2.529
27 P -1.575 -4.291 0.004
28 C -1.988 -3.880 1.753
29 H -1.596 -4.677 2.399
30 H -3.076 -3.779 1.863
31 H -1.518 -2.919 2.033
32 C -2.974 -3.389 -0.732
33 H -3.878 -3.455 -0.109
34 H -3.181 -3.680 -1.774
35 H -2.658 -2.332 -0.743
36 C -1.977 -6.086 -0.222
37 H -3.005 -6.247 -0.570
38 H -1.761 -6.623 0.715
39 H -1.259 -6.438 -1.004
40 Os -0.473 0.150 -2.060
41 C 0.070 0.757 -0.296
42 O 0.316 1.258 0.733
43 C -2.012 1.168 -1.317
44 O -2.912 1.850 -1.025
45 C -1.584 0.018 -3.826
46 C -0.936 -1.193 -3.614
47 C 0.425 -1.220 -3.368
48 C 1.168 -0.030 -3.357
49 C 0.529 1.190 -3.596
50 C -0.857 1.203 -3.795
51 H -2.660 0.037 -3.919
52 H -1.478 -2.115 -3.628
53 H 0.914 -2.156 -3.216
54 H 2.234 -0.037 -3.137
55 H 1.098 2.116 -3.492
56 H -1.369 2.162 -3.827
57 N 3.411 0.136 4.205
58 C 2.248 0.126 4.031
59 C 0.823 0.098 3.908
60 C 0.015 0.807 4.811
61 C -1.364 0.700 4.701
62 C -1.892 -0.170 3.734
63 N -1.109 -0.929 2.970
64 C 0.203 -0.748 2.969
65 H 0.479 1.418 5.588
66 H -2.061 1.241 5.328
67 H -2.975 -0.251 3.600
68 H 0.785 -1.312 2.227

Multiplicity   5
Strongest force on any atom   0.171 Eh/bohr
Charge   +4
Gap between HOMO and LUMO (alpha / beta)   7.91 / 4.39 eV
E_HOMO (alpha / beta)   -18.724 / -18.726 eV
Energy relative to the best compared isomer or geometry (same formula, charge and spin)   0.0 kJ/mol
Electronic energy   -2271.64686 hartree

***

Here is the molecule CH4N2 in a non-equilibrium geometry from OMol25. Energies are from ωB97M-V/def2-TZVPD.

Atoms and positions in Å:
1 C -0.509 -0.992 0.247
2 H 0.321 1.986 -0.064
3 H 1.253 0.713 -0.546
4 H -1.242 -1.562 0.778
5 H 0.458 -1.494 0.030
6 N 0.327 1.055 -0.512
7 N -0.607 0.294 0.066

SMILES   C=NN
Strongest force on any atom   0.064 Eh/bohr
Gap between HOMO and LUMO   10.35 eV
E_HOMO   -9.113 eV
Energy relative to the best compared isomer or geometry (same formula, charge and spin)   240.7 kJ/mol
Electronic energy   -149.95150 hartree

***

Look up the strongest force on any atom of the fourth one.
0.064 Eh/bohr

***

The highest electronic energy belongs to which entry?
CH4N2

***

What is the formula in the first record?
C4H13NO6